1.
Molecular formula: C4H8N2O
Method: DFT, ωB97M-V with the def2-TZVPD basis set

```
15
Properties=species:S:1:pos:R:3:mulliken_charge:R:1
H -1.7364 -0.8856 1.0753 0.31
N 0.0412 0.7042 -1.9432 -0.53
H 0.6301 1.1819 0.8200 0.30
O 1.8846 -0.9722 0.3221 -0.49
H -1.7581 0.4580 -1.2040 0.29
H -0.0258 -0.9202 2.0883 0.25
H 1.8328 -2.1594 -0.0712 0.39
H 1.7950 -0.5226 -2.2151 0.27
N 0.6453 -0.5786 -0.3129 -0.20
C -0.2043 0.5074 0.4823 0.28
C 0.9644 0.0132 -1.6273 0.10
H -1.4338 0.3439 2.4126 0.30
H -0.8038 2.0995 -0.6853 0.29
C -0.9221 -0.2780 1.5273 -1.09
C -0.9090 1.0085 -0.6689 -0.48
```

As for the HOMO energy: -8.826 eV. As for the net charge: 0. For the total energy, the calculation gives -341.7652 Eh. As for the frontier orbital gap: 9.3 eV. Its energy above the lowest of the compared OMol25 structures with the same formula, charge and spin is 626.1 kJ/mol.



2.
Molecular formula: C4H8N2O
Method: DFT, ωB97M-V with the def2-TZVPD basis set

```
15
Properties=species:S:1:pos:R:3:mulliken_charge:R:1
H -0.7528 0.2877 -1.9900 0.13
H 1.3619 -1.8870 -1.2783 0.17
C 1.5717 -0.7433 0.2339 0.40
N 0.8285 -1.1720 -0.7803 -0.59
H -1.2705 2.0739 -0.8996 0.33
N -0.4440 0.6616 0.5860 0.07
H 1.4941 1.2959 0.9636 0.23
C -1.7271 -0.0060 0.3824 -0.28
H 0.8505 0.1000 2.1205 0.22
C -1.1688 1.1623 -0.3276 -0.19
C 0.8994 0.3858 1.0657 -0.34
H -2.4813 0.1166 1.1605 0.24
H -0.1957 -0.2601 -1.7174 0.01
H -1.6589 -0.9564 -0.1413 0.28
O 2.6929 -1.0588 0.6220 -0.67
```

As for the HOMO energy: -8.395 eV. As for the net charge: 0. For the total energy, the calculation gives -341.7824 Eh. As for the frontier orbital gap: 8.2 eV. Its energy above the lowest of the compared OMol25 structures with the same formula, charge and spin is 580.9 kJ/mol.



3.
Molecular formula: C4H8N2O
Method: DFT, ωB97M-V with the def2-TZVPD basis set

```
15
Properties=species:S:1:pos:R:3:mulliken_charge:R:1
H -0.5330 -0.7488 1.1218 0.42
H -0.9270 1.3057 -0.7495 0.22
H -2.1219 0.1168 0.8548 0.26
H -1.0283 -2.2854 -0.7625 0.32
H -0.2484 -1.2006 -2.0672 0.30
O 2.7960 -0.4664 -0.6030 -0.60
H -0.3583 2.2076 0.6375 0.36
H 1.6913 1.6526 -0.1280 0.22
N 0.7048 -1.3982 -0.2241 -0.42
C 1.6135 -0.3236 -0.3712 0.45
C -1.0663 0.2188 1.1464 -1.01
C -0.3679 1.2071 0.1927 -0.40
C -0.1974 -1.6449 -1.0703 -0.29
N 1.0344 0.8877 -0.0889 -0.16
H -1.0402 0.5614 2.1802 0.34
```

As for the HOMO energy: -9.720 eV. Its structure (SMILES) is C=NC(=O)NCC. As for the net charge: 0. For the total energy, the calculation gives -341.9373 Eh. As for the frontier orbital gap: 10.4 eV. Its energy above the lowest of the compared OMol25 structures with the same formula, charge and spin is 174.2 kJ/mol.



4.
Molecular formula: C4H8N2O
Method: DFT, ωB97M-V with the def2-TZVPD basis set

```
15
Properties=species:S:1:pos:R:3:mulliken_charge:R:1
H 0.7806 -0.9192 -1.4602 0.23
C 2.1524 -0.4400 0.1771 -0.39
C 0.7620 1.3739 -0.1249 0.01
C 0.7711 -0.9650 -0.2607 -0.49
N -0.0778 0.2219 0.1185 -0.14
H 0.3706 -1.8779 0.1532 0.35
H 0.2319 2.2787 -0.2040 0.40
H 2.8961 -0.8863 -0.4181 0.35
H 2.2609 -0.3194 1.2654 0.29
H -2.2166 -0.7110 1.1279 0.24
H -3.3502 -0.3877 -0.6037 0.20
C -2.4298 0.1837 0.2035 -0.50
H -2.9111 1.1319 0.6791 0.23
N 2.0339 1.0807 -0.1160 -0.60
O -1.2740 0.2359 -0.5371 -0.17
```

As for the HOMO energy: -8.983 eV. As for the net charge: 0. For the total energy, the calculation gives -341.7990 Eh. As for the frontier orbital gap: 9.9 eV. Its energy above the lowest of the compared OMol25 structures with the same formula, charge and spin is 537.3 kJ/mol.